w) A cluster of 40 separate species, H80O40 in total. Source: the OMol25 dataset; level of theory: ωB97M-V/def2-TZVPD.

Each atom is followed by the atoms it is bonded to, with distances in Å.
CARTESIAN COORDINATES (ANGSTROEM)
1 H -4.33 -0.28 3.32  O3 0.901
2 H -4.35 -1.07 4.72  O3 0.973
3 O -3.88 -0.77 3.92  H1 0.901, H2 0.973
4 H 0.52 -3.29 0.46  O6 0.986
5 H 0.84 -3.73 -1.10  O6 0.925
6 O 0.78 -3.06 -0.47  H4 0.986, H5 0.925
7 H 0.18 -2.07 -2.59  O9 0.968
8 H -0.79 -2.41 -3.89  O9 0.958
9 O -0.34 -1.76 -3.35  H7 0.968, H8 0.958
10 H 3.62 -0.27 -3.10  O12 0.951
11 H 2.44 0.84 -2.96  O12 0.941
12 O 2.91 0.22 -3.49  H10 0.951, H11 0.941
13 H -4.11 -0.70 -1.08  O15 0.972
14 H -3.12 -1.28 -0.20  O15 0.987
15 O -3.18 -1.00 -1.14  H13 0.972, H14 0.987
16 H 1.72 -5.11 1.36  O17 0.950
17 O 1.37 -5.75 1.96  H16 0.950, H95 0.969
18 H 2.55 4.74 2.05  O19 0.943
19 O 3.41 5.11 1.95  H18 0.943, H97 0.957
20 H -3.53 2.56 3.12  O22 0.959
21 H -2.54 1.84 2.06  O22 1.014
22 O -3.49 2.12 2.28  H20 0.959, H21 1.014
23 H 4.98 0.12 -0.92  O25 0.960
24 H 4.41 1.55 -1.51  O25 0.978
25 O 4.76 0.66 -1.69  H23 0.960, H24 0.978
26 H 3.08 3.42 -2.91  O28 0.996
27 H 2.85 2.97 -4.45  O28 0.960
28 O 2.48 3.45 -3.71  H26 0.996, H27 0.960
29 H -0.07 3.61 0.67  O31 0.973
30 H -0.48 4.43 1.88  O31 0.995
31 O 0.31 4.24 1.31  H29 0.973, H30 0.995
32 H 3.05 -3.40 -4.45  O33 0.953
33 O 2.49 -3.70 -5.15  H32 0.953, H98 0.945
34 H -3.35 -3.69 0.00  O36 0.991
35 H -3.88 -3.77 -1.43  O36 0.974
36 O -3.88 -4.28 -0.60  H34 0.991, H35 0.974
37 H -1.15 -2.30 2.46  O39 1.081
38 H -1.92 -1.89 3.95  O39 0.940
39 O -1.30 -2.45 3.52  H37 1.081, H38 0.940
40 H -4.51 0.87 1.58  O42 0.988
41 H -5.74 0.18 2.03  O42 0.998
42 O -4.91 -0.03 1.51  H40 0.988, H41 0.998
43 H 3.60 4.77 -0.96  O45 0.935
44 H 4.82 3.78 -0.44  O45 1.014
45 O 4.30 4.20 -1.20  H43 0.935, H44 1.014
46 H 0.74 -1.74 2.22  O48 0.963
47 H 1.71 -3.01 2.26  O48 0.993
48 O 0.86 -2.65 1.90  H46 0.963, H47 0.993
49 H 3.49 -5.04 -0.39  O51 0.942
50 H 3.27 -3.76 -0.92  O51 0.966
51 O 2.83 -4.62 -0.92  H49 0.942, H50 0.966
52 H 2.32 1.13 1.18  O53 0.984
53 O 1.88 0.40 1.67  H52 0.984, H94 0.984
54 H -0.34 2.54 3.93  O56 0.936
55 H -0.64 2.97 2.49  O56 0.940
56 O -0.81 2.32 3.14  H54 0.936, H55 0.940
57 H 0.91 -0.70 6.11  O58 0.947
58 O 0.99 -1.22 5.32  H57 0.947, H96 0.927
59 H -1.49 0.61 5.02  O61 1.001
60 H -1.72 1.38 6.28  O61 0.938
61 O -1.06 0.83 5.90  H59 1.001, H60 0.938
62 H 1.26 1.98 -1.15  O64 0.960
63 H 2.03 3.24 -1.43  O64 0.939
64 O 1.91 2.58 -0.78  H62 0.960, H63 0.939
65 H -2.48 2.19 0.30  O67 1.009
66 H -1.76 2.12 -1.16  O67 0.946
67 O -1.66 2.38 -0.25  H65 1.009, H66 0.946
68 H -1.68 -5.50 -2.92  O70 1.000
69 H -0.64 -5.41 -4.20  O70 0.963
70 O -0.73 -5.45 -3.25  H68 1.000, H69 0.963
71 H -4.67 1.90 -2.25  O73 0.940
72 H -5.93 2.96 -1.89  O73 0.954
73 O -5.57 2.09 -2.04  H71 0.940, H72 0.954
74 H 2.69 -1.82 -0.82  O76 0.989
75 H 3.02 -1.19 0.30  O76 0.953
76 O 2.93 -0.88 -0.60  H74 0.989, H75 0.953
77 H 2.98 -4.58 3.03  O79 0.977
78 H 2.66 -3.41 3.86  O79 0.967
79 O 2.88 -3.61 2.94  H77 0.977, H78 0.967
80 H 4.74 -1.57 -1.37  O82 0.944
81 H 4.75 -2.51 -2.56  O82 0.947
82 O 5.26 -2.22 -1.81  H80 0.944, H81 0.947
83 H 0.20 5.91 0.61  O85 0.978
84 H 1.08 6.00 -0.78  O85 0.971
85 O 0.60 6.47 -0.08  H83 0.978, H84 0.971
86 H 2.15 2.31 3.66  O88 0.979
87 H 3.69 1.94 3.53  O88 0.941
88 O 3.02 2.24 4.11  H86 0.979, H87 0.941
89 H 1.46 2.18 -5.93  O90 0.945
90 O 2.38 2.12 -6.14  H89 0.945, H99 1.019
91 H 0.81 -0.06 -5.00  O93 0.945
92 H 0.02 1.30 -4.82  O93 1.090
93 O -0.09 0.22 -4.86  H91 0.945, H92 1.090
94 H 1.29 0.07 0.95  O53 0.984
95 H 1.06 -5.26 2.74  O17 0.969
96 H 0.17 -1.61 5.15  O58 0.927
97 H 3.99 4.45 2.34  O19 0.957
98 H 1.82 -3.05 -5.07  O33 0.945
99 H 2.62 1.14 -6.27  O90 1.019
100 O -3.92 4.91 -2.09  H101 0.952, H102 0.980
101 H -3.22 4.66 -2.68  O100 0.952
102 H -3.67 5.28 -1.22  O100 0.980
103 O -1.67 -1.75 1.07  H104 0.962, H105 0.998
104 H -1.03 -2.09 0.45  O103 0.962
105 H -1.19 -0.89 0.88  O103 0.998
106 O -3.22 4.49 1.18  H107 0.974, H108 0.961
107 H -3.52 3.64 0.81  O106 0.974
108 H -2.35 4.25 1.50  O106 0.961
109 O -0.22 -4.88 3.99  H110 0.951, H111 0.972
110 H -0.64 -4.13 3.58  O109 0.951
111 H -0.56 -5.68 3.55  O109 0.972
112 O -1.87 1.13 -3.17  H113 0.992, H114 1.018
113 H -1.19 0.59 -3.63  O112 0.992
114 H -2.35 0.32 -2.80  O112 1.018
115 O -6.46 -1.67 -0.21  H116 0.977, H117 1.002
116 H -6.39 -0.70 -0.12  O115 0.977
117 H -5.83 -1.93 -0.95  O115 1.002
118 O 0.02 -0.49 -0.72  H119 0.928, H120 1.006
119 H -0.21 -0.47 -1.61  O118 0.928
120 H 0.97 -0.80 -0.80  O118 1.006

## Properties
**Total charge**: -1
**<S²>**: 0.751
**Spin multiplicity**: 2
**E_HOMO (alpha / beta)**: -0.73 / -8.67 eV
**Kohn-Sham gap (alpha / beta)**: 1.98 / 9.92 eV

These are the Löwdin partial charges, in e, on atoms 1 to 5: -0.079, 0.064, -0.022, 0.023, 0.008


x) A cluster of 40 separate species, H80O40 in total. Source: the OMol25 dataset; level of theory: ωB97M-V/def2-TZVPD.

Each atom is followed by the atoms it is bonded to, with distances in Å.
CARTESIAN COORDINATES (ANGSTROEM)
1 H -1.96 -0.26 4.83  O3 0.970
2 H -2.97 -0.92 3.85  O3 0.959
3 O -2.75 -0.82 4.78  H1 0.970, H2 0.959
4 H -0.52 -6.11 1.26  O6 0.953
5 H 0.24 -4.96 0.54  O6 0.962
6 O 0.21 -5.91 0.69  H4 0.953, H5 0.962
7 H -1.58 -0.95 0.79  O9 0.981
8 H -2.40 0.32 0.72  O9 0.965
9 O -1.49 0.02 0.84  H7 0.981, H8 0.965
10 H -4.75 0.66 -0.93  O12 0.978
11 H -4.10 0.54 -2.24  O12 0.962
12 O -4.89 0.22 -1.79  H10 0.978, H11 0.962
13 H 1.79 5.72 0.96  O15 0.966
14 H 1.87 6.34 -0.39  O15 0.966
15 O 1.85 6.59 0.54  H13 0.966, H14 0.966
16 H -1.28 3.21 -2.03  O17 0.966
17 O -0.46 2.71 -2.12  H16 0.966, H95 0.957
18 H -1.83 -3.89 5.42  O19 0.968
19 O -1.44 -3.01 5.52  H18 0.968, H97 0.979
20 H 3.43 -4.04 -0.55  O22 0.962
21 H 2.82 -5.43 -0.23  O22 0.956
22 O 2.87 -4.52 0.07  H20 0.962, H21 0.956
23 H -2.86 4.01 1.86  O25 0.963
24 H -2.34 3.75 0.52  O25 0.965
25 O -3.07 3.48 1.09  H23 0.963, H24 0.965
26 H 3.21 3.91 -2.28  O28 0.964
27 H 3.22 4.88 -3.40  O28 0.964
28 O 2.61 4.48 -2.77  H26 0.964, H27 0.964
29 H -3.40 -1.98 -0.03  O31 0.968
30 H -2.70 -3.10 0.54  O31 0.962
31 O -2.98 -2.22 0.80  H29 0.968, H30 0.962
32 H 2.24 1.26 2.47  O33 0.969
33 O 2.19 0.56 3.14  H32 0.969, H98 0.972
34 H -4.71 2.00 2.91  O36 0.968
35 H -3.70 1.63 3.97  O36 0.962
36 O -3.75 2.00 3.08  H34 0.968, H35 0.962
37 H 1.32 -2.45 0.34  O39 0.974
38 H -0.03 -2.21 1.16  O39 0.955
39 O 0.62 -2.85 0.89  H37 0.974, H38 0.955
40 H 2.28 -4.44 3.09  O42 0.963
41 H 3.29 -4.45 2.04  O42 0.977
42 O 3.12 -4.87 2.91  H40 0.963, H41 0.977
43 H 2.12 3.57 4.11  O45 0.961
44 H 3.57 3.64 3.46  O45 0.959
45 O 2.69 3.28 3.39  H43 0.961, H44 0.959
46 H 3.36 3.78 0.33  O48 0.957
47 H 2.67 2.66 -0.57  O48 0.963
48 O 2.59 3.54 -0.18  H46 0.957, H47 0.963
49 H 4.51 1.18 -0.47  O51 0.954
50 H 4.45 0.95 1.08  O51 0.976
51 O 4.63 1.60 0.37  H49 0.954, H50 0.976
52 H 3.41 -1.58 4.74  O53 0.964
53 O 3.91 -0.75 4.70  H52 0.964, H94 0.989
54 H -6.82 -1.57 -0.99  O56 0.952
55 H -5.31 -1.31 -1.28  O56 0.985
56 O -5.97 -2.01 -1.07  H54 0.952, H55 0.985
57 H 1.51 -0.24 -1.02  O58 0.987
58 O 1.84 -1.15 -0.84  H57 0.987, H96 0.992
59 H -0.33 1.17 -3.40  O61 0.975
60 H -0.56 -0.27 -3.42  O61 0.974
61 O -0.04 0.39 -3.91  H59 0.975, H60 0.974
62 H 0.91 2.04 -0.44  O64 0.956
63 H -0.02 1.05 0.37  O64 0.969
64 O 0.88 1.22 0.05  H62 0.956, H63 0.969
65 H 2.25 -1.46 -5.88  O67 0.955
66 H 2.43 -2.60 -4.86  O67 0.955
67 O 2.80 -2.21 -5.65  H65 0.955, H66 0.955
68 H 2.06 2.51 -3.44  O70 0.957
69 H 1.59 1.11 -2.96  O70 0.970
70 O 1.98 1.95 -2.67  H68 0.957, H69 0.970
71 H -0.94 -0.10 2.45  O73 0.997
72 H -0.79 1.10 3.31  O73 0.973
73 O -0.70 0.14 3.39  H71 0.997, H72 0.973
74 H -4.49 -3.62 1.76  O76 0.946
75 H -5.51 -3.47 0.37  O76 0.961
76 O -4.98 -3.95 1.02  H74 0.946, H75 0.961
77 H -2.60 0.28 -5.46  O79 0.966
78 H -3.29 1.42 -4.88  O79 0.964
79 O -2.91 0.58 -4.60  H77 0.966, H78 0.964
80 H -3.24 -3.59 -2.32  O82 0.963
81 H -3.55 -4.28 -0.98  O82 0.957
82 O -3.51 -3.42 -1.41  H80 0.963, H81 0.957
83 H -1.53 5.04 2.94  O85 0.965
84 H -0.14 5.20 2.43  O85 0.967
85 O -0.93 5.72 2.63  H83 0.965, H84 0.967
86 H -2.43 5.57 -1.56  O88 0.959
87 H -1.15 5.01 -0.81  O88 0.958
88 O -2.06 4.84 -1.07  H86 0.959, H87 0.958
89 H 0.25 -3.03 -2.35  O90 0.967
90 O 0.16 -2.25 -2.91  H89 0.967, H99 0.968
91 H 0.76 3.57 1.60  O93 0.967
92 H -0.38 2.49 1.87  O93 0.964
93 O -0.14 3.28 1.38  H91 0.967, H92 0.964
94 H 3.37 -0.27 4.02  O53 0.989
95 H 0.27 3.33 -2.12  O17 0.957
96 H 2.45 -0.87 -0.11  O58 0.992
97 H -2.28 -2.52 5.52  O19 0.979
98 H 1.23 0.45 3.29  O33 0.972
99 H 1.10 -2.29 -3.16  O90 0.968
100 O 5.44 -3.10 3.42  H101 0.965, H102 0.961
101 H 4.89 -2.39 3.77  O100 0.965
102 H 4.96 -3.90 3.17  O100 0.961
103 O -2.06 -2.16 -4.58  H104 0.969, H105 0.951
104 H -1.17 -2.46 -4.37  O103 0.969
105 H -2.62 -1.71 -3.96  O103 0.951
106 O 3.44 -0.61 1.09  H107 0.979, H108 0.981
107 H 2.81 -0.65 1.84  O106 0.979
108 H 4.23 -1.19 1.10  O106 0.981
109 O -0.33 1.75 -6.63  H110 0.966, H111 0.967
110 H -1.26 1.91 -6.43  O109 0.966
111 H -0.37 0.80 -6.50  O109 0.967
112 O -4.45 0.94 0.80  H113 0.973, H114 0.959
113 H -4.01 1.78 0.97  O112 0.973
114 H -4.30 0.40 1.58  O112 0.959
115 O 5.94 -1.06 1.70  H116 0.951, H117 0.970
116 H 6.24 -0.62 2.49  O115 0.951
117 H 5.83 -2.01 1.89  O115 0.970
118 O 0.28 -2.84 -5.85  H119 0.964, H120 0.957
119 H -0.63 -3.04 -6.09  O118 0.964
120 H 0.80 -3.62 -6.05  O118 0.957

## Properties
**Total charge**: -1
**<S²>**: 0.751
**Spin multiplicity**: 2
**E_HOMO (alpha / beta)**: -0.60 / -8.11 eV
**Kohn-Sham gap (alpha / beta)**: 2.09 / 9.55 eV

These are the Löwdin partial charges, in e, on atoms 1 to 5: 0.025, 0.019, -0.087, 0.023, -0.016


Top of the stability list: x), leading by 365.9 kJ/mol.